Entry from the OMol25 dataset: C22H15FN2O4 as an isolated structure (ωB97M-V with the def2-TZVPD basis set).

```
44
Properties=species:S:1:pos:R:3:forces:R:3
C 3.546922 2.683458 4.576039 -13.732 4.595 2.975
C -2.706831 0.493283 -4.694735 -0.237 9.443 -0.603
C -2.549086 -0.709064 -4.262659 5.291 3.915 9.914
C -0.710139 -2.225595 1.342028 1.138 -4.066 8.677
C -3.478743 -1.765908 -6.194957 2.654 16.885 6.728
O 2.058531 1.401128 0.533976 -1.786 -2.615 1.236
N 1.658999 0.266589 2.323935 1.648 -5.857 12.390
C 0.148363 -1.244757 1.635799 0.076 0.971 -7.508
C -1.717687 -1.996329 -2.144989 4.741 8.064 1.988
H -0.780632 -3.094345 2.191512 -0.314 2.342 -1.705
O -2.055257 -3.019381 -2.405598 -4.156 -11.639 -1.342
O 1.098386 2.542797 4.021964 5.073 3.032 3.218
C -0.115809 2.219617 3.550122 1.799 -2.075 -3.533
C 0.949817 -1.043782 2.690868 2.143 2.821 10.895
H -0.055988 0.169955 -1.361454 0.214 0.029 -1.378
H -3.513054 1.748672 -6.337100 -0.355 3.766 -1.240
H -2.310906 1.467183 -4.149561 -0.701 -2.289 -0.656
C 4.027595 0.304377 3.145296 -2.344 6.410 4.387
C -3.709091 -0.234830 -6.566309 -1.632 -6.136 -5.815
H -1.560140 0.042778 -2.604538 -0.255 -3.800 -0.881
C 1.424553 0.399471 1.162521 6.415 12.759 -12.085
C -2.854339 -1.605366 -5.021479 -3.594 -18.843 -4.917
C 4.672645 2.140698 4.736004 -1.015 -1.229 -1.762
H -2.802380 -2.954972 -4.526902 0.461 4.292 -1.155
H -0.867902 2.862227 3.782531 -1.749 2.093 1.637
H 3.037439 3.460788 5.568911 1.931 -1.767 -3.552
N -1.738798 -1.012469 -2.994241 -1.250 9.790 -3.151
H 5.293834 2.594539 5.261169 5.905 3.334 4.786
C 0.584215 -0.303667 0.417972 -6.484 -8.879 5.301
H -2.004877 -3.376232 0.137924 1.260 1.916 -0.091
O 0.921059 -1.400166 3.965632 0.372 0.999 -6.883
H 0.042188 2.407885 2.471252 -1.089 -1.281 -0.281
F -4.178318 -0.025265 -7.916282 0.269 -0.441 2.006
C 2.351127 2.023038 3.914379 2.520 -0.311 -0.131
C -3.373533 0.849512 -5.943148 2.293 -3.476 5.012
C 2.735142 0.847707 3.204259 -2.455 0.852 -1.912
C -0.875828 -1.655850 -0.949313 -6.432 -6.690 3.828
C -0.159406 -0.647521 -0.674306 4.951 7.825 -1.336
C 4.865877 1.098740 4.031655 5.883 -12.121 -5.818
H -0.229532 1.252127 3.952962 -1.523 -1.644 -0.534
H 5.886178 0.412546 4.069055 -1.953 2.474 0.367
C -1.315086 -2.451329 0.249654 -2.163 -2.009 -8.117
H -3.726949 -2.375612 -6.789031 -3.241 -9.031 -7.653
H 4.087439 -0.546670 2.599183 1.421 -2.408 -1.305
```
Forces are in eV/Å.

Results
orbital gap: 6.2 eV
DFT total energy: -36926.548 eV
total charge: 0

***

Entry from the OMol25 dataset: a 10-piece molecular cluster, C30H60O30 overall (ωB97M-V with the def2-TZVPD basis set).

```
120
Properties=species:S:1:pos:R:3:forces:R:3
H -5.531396 2.968650 -2.921471 -0.080 -0.206 0.308
H 2.553985 -6.385846 5.723148 -0.102 0.229 0.078
H 2.823600 -6.060809 4.019648 -0.039 0.473 -0.139
O 0.299502 2.440497 4.948867 0.302 -0.081 0.154
O -4.716226 4.058833 -1.420562 -0.584 -0.659 -0.160
H 1.955207 -0.438082 -4.984732 0.060 -0.211 0.051
H 1.121208 2.176991 -0.962193 0.083 -0.171 -0.183
C -1.610849 -4.079286 -0.694148 0.432 0.995 -0.548
H 2.611324 -2.358617 1.026703 -0.067 -0.400 0.663
H -2.487418 -3.299811 4.161884 0.327 0.494 0.165
H 1.826483 0.821484 -3.743293 0.045 0.092 -0.098
O 3.027575 -0.786135 -3.279610 -0.381 -0.586 -0.821
H 4.392224 3.901137 -3.080579 0.364 0.329 0.029
C -3.628519 4.389775 -0.751159 -0.190 0.503 -0.039
O 3.071709 5.465685 -3.311654 0.147 0.380 0.266
H -2.156232 6.140973 0.571446 -0.424 0.301 -0.196
C -1.524296 -3.765623 3.946395 -0.645 -0.244 0.535
C 3.807908 4.582119 -2.460566 -0.563 -0.834 -0.099
O -1.150047 -1.635494 7.161610 0.323 0.151 0.041
O -4.006760 5.225001 0.198436 -0.526 0.319 0.471
H -1.746306 -0.833271 3.269133 -0.285 0.094 0.047
H -1.298061 0.080832 -8.715581 -0.052 0.306 0.050
C 0.270145 5.714339 -5.354232 0.205 0.716 0.147
O -0.054686 -3.172495 -5.068161 0.081 0.431 0.045
C 2.304755 -3.646939 4.349302 -0.035 0.058 0.402
H 1.278405 2.460165 3.174837 -0.115 -0.155 0.019
C -1.845739 -1.002307 6.226169 -0.141 0.245 -0.336
H 4.102744 -0.543608 0.405438 -0.069 -0.221 0.149
H -2.569955 4.915663 1.684474 -0.290 -0.387 0.003
H 0.748029 -1.455445 3.541623 -0.085 0.102 0.174
C 1.878907 5.085834 -3.747239 0.528 -0.162 -0.475
H -1.042000 -2.194612 9.072468 -0.032 -0.100 0.016
H -2.237872 3.382724 7.553706 -0.301 -0.089 -0.273
H -0.522855 1.946876 -1.618983 0.229 -0.394 -0.344
C 2.112671 -4.681255 -2.747754 0.121 1.814 0.367
H 2.569710 -3.875758 -2.160103 0.193 -0.326 0.118
C 3.083662 -5.738188 5.022656 0.555 -0.879 0.535
H 0.297043 4.702951 -5.743743 -0.152 0.016 -0.056
H -0.904091 -4.355348 -6.536188 0.208 -0.026 -0.190
H -3.058222 0.182335 -9.078944 0.084 -0.107 -0.199
O -1.814160 -2.630826 1.553184 0.130 0.713 -0.108
O -1.843503 3.113392 4.969972 -0.684 0.549 -0.177
C 1.546750 -2.549635 0.897664 0.372 0.538 -0.870
H -0.681868 -3.080222 3.929768 -0.201 0.248 -0.471
H -0.613994 5.922547 -4.749625 0.095 -0.416 0.213
C 3.597959 -0.289235 -2.205736 0.059 -0.980 -0.301
C -0.703129 -3.310575 -6.320383 -0.840 0.239 -0.151
C -2.017198 2.315088 7.518828 -0.132 0.460 0.355
O 4.048480 -1.337715 -1.517549 0.090 -0.484 0.295
O 1.172470 -1.535247 -0.055375 -0.440 -0.791 -0.706
H -0.160765 -2.800828 -7.114719 0.346 -0.261 0.030
H 0.964732 -2.546264 1.808243 0.024 0.214 -0.203
O -1.047059 -0.809681 5.191057 0.483 0.132 -0.012
H -2.427221 0.492109 4.300820 -0.126 -0.172 0.067
H -2.847210 1.717491 7.154630 -0.116 0.119 -0.042
H 2.390477 -1.521184 2.988103 0.245 -0.175 0.341
H -1.711138 2.933626 -3.934122 0.028 -0.303 0.378
O -1.712060 -4.522258 2.749474 0.711 -0.566 -0.014
C -0.898119 2.615854 5.504741 0.374 -0.220 -0.380
C 4.724401 -1.097649 -0.294476 0.920 0.460 -0.249
O 2.138828 -4.010950 3.218689 -0.064 -0.149 -0.624
H 5.085721 -2.061867 0.053167 -0.562 -0.116 0.245
H -0.593358 1.482196 -4.036774 -0.125 0.030 0.169
H -0.424960 2.893527 -5.094887 0.119 -0.260 -0.085
H -1.153746 -3.087072 -0.654425 -0.106 -0.051 0.171
H -0.956655 -4.671841 -1.328313 -0.234 -0.392 0.111
C 0.166379 1.670090 -0.825766 -0.391 1.149 0.635
H 0.261560 6.465778 -6.141943 0.101 -0.268 -0.185
C -1.133625 2.263931 -4.563542 0.052 0.455 -0.501
O -0.857294 2.105374 6.718673 0.350 -0.329 0.635
H -0.312792 2.109560 0.051600 0.139 -0.505 0.370
C 0.522859 3.050928 3.686868 0.436 0.464 -0.427
H -1.767335 2.042636 8.541478 0.199 -0.340 -0.131
H -3.494691 6.389232 1.775274 -0.122 0.228 -0.238
H 2.910936 -5.066713 -3.373502 -0.408 -0.711 -0.088
H -1.655496 -2.785411 -6.226502 0.019 -0.050 0.117
O -2.092546 1.703099 -5.473156 -0.421 0.066 0.179
O 1.479274 5.994568 -4.630178 -0.325 0.298 -0.100
C 1.777426 -1.431188 3.881982 -0.172 0.369 -0.340
H 3.162514 3.907662 -1.893678 -0.201 0.367 0.074
C 0.660933 -0.383100 0.326200 0.227 -0.071 -0.339
H -0.777800 0.558542 3.666574 0.210 -0.112 0.277
O 1.159957 -3.899349 -3.475300 -0.203 0.788 0.343
C 0.681971 -4.200021 -4.662743 0.136 -1.071 0.144
C -3.019584 5.704985 1.083424 1.176 -0.209 0.490
O 0.336954 0.267843 -0.791430 -0.101 -0.206 -0.383
H 3.315683 0.687102 -4.709887 -0.008 0.017 -0.006
H -1.307715 -4.458275 4.759398 -0.122 -0.318 -0.282
O 0.543532 -0.017703 1.459638 -0.139 0.656 0.681
O 2.807296 -4.381571 5.332841 -0.266 -0.207 0.047
O 0.837650 -5.243060 -5.244112 0.153 0.002 -0.226
O 1.306475 4.070224 -3.468366 -0.434 -0.413 0.232
H -2.338960 -1.245989 -8.296202 -0.216 0.022 0.232
H -2.596617 -3.958561 -1.137626 -0.094 -0.245 0.059
C -4.538984 3.206274 -2.552043 0.055 0.735 -0.798
H 1.437799 -3.498173 0.378224 -0.114 -0.017 0.005
C -1.551218 -0.099413 4.053105 -0.182 -0.144 -0.535
H -2.260491 -0.932760 8.833946 0.262 0.267 -0.389
O 3.719598 0.860681 -1.927565 0.150 1.285 0.566
O -2.632165 0.471591 -7.153707 -0.124 0.167 0.194
H -3.945052 2.317144 -2.364235 -0.021 0.011 0.276
H 0.931753 4.057578 3.822138 -0.113 -0.076 0.154
C -1.735253 -3.824617 1.619656 -0.164 -0.107 0.308
H 1.590443 -5.303314 -2.026342 0.184 -0.707 -0.466
O -0.446321 0.783874 -6.689420 0.305 -0.003 -0.146
H 4.150203 -5.881068 5.201260 -0.022 -0.077 -0.172
H -2.621647 -2.546593 8.306006 0.151 -0.106 -0.078
H 5.649578 -0.531993 -0.456892 -0.285 0.258 -0.146
C -1.612464 0.975475 -6.467413 0.331 -0.115 0.424
O 2.020025 -2.458053 4.841796 0.339 0.326 0.141
O -1.676577 -4.664402 0.594946 0.082 -0.512 0.064
H -4.075088 3.804961 -3.342104 0.224 -0.229 0.039
O -2.506121 4.053042 -0.986126 0.830 -0.477 -0.182
H 1.998591 -0.487549 4.367536 -0.170 0.023 0.172
C -1.807141 -1.824708 8.397336 -0.492 -0.428 0.675
O -2.998139 -0.668833 6.315471 -0.241 0.089 0.126
H -0.369072 3.135129 3.073860 -0.185 -0.239 0.122
H 4.390193 5.207818 -1.797884 0.234 -0.038 -0.073
C 2.504663 0.129424 -4.243263 -0.134 0.494 0.379
C -2.302994 -0.158846 -8.377305 0.034 -0.383 -0.591
```
Forces are in eV/Å.

Results
orbital gap: 11.1 eV
DFT total energy: -93507.607 eV
energy relative to the best compared isomer or geometry (same formula, charge and spin): 0.243 eV
structure (SMILES): COC(=O)OC.COC(=O)OC.COC(=O)OC.COC(=O)OC.COC(=O)OC.COC(=O)OC.COC(=O)OC.COC(=O)OC.COC(=O)OC.COC(=O)OC
total charge: 0

***

Entry from the OMol25 dataset: C5H12N2 as an isolated structure (ωB97M-V with the def2-TZVPD basis set).

```
19
Properties=species:S:1:pos:R:3:forces:R:3
H -0.901958 0.865062 0.469833 0.716 1.065 -1.906
C -0.961661 -2.056649 -0.449494 0.078 -0.012 0.069
C 0.519082 2.344925 0.031479 -0.078 -0.399 0.170
C 0.093180 0.368710 -1.230303 0.490 -2.007 0.682
H -0.956662 -3.041171 0.019201 -0.020 -0.105 -0.037
H 1.529356 -0.586780 1.465928 -0.124 -0.392 0.392
C 0.494650 -0.776181 1.152056 -0.532 1.728 0.168
C 0.332558 -1.326355 -0.151426 -0.336 0.878 -1.148
N -0.438778 1.358944 -0.464512 -1.063 -0.066 2.019
H -1.817999 -1.518160 -0.053775 -0.033 0.116 0.053
H -1.114414 -2.184340 -1.519999 0.067 -0.081 -0.056
H -0.259159 0.274939 2.604435 0.185 0.181 -0.148
H -0.022213 3.111159 0.585730 0.066 0.036 -0.037
H 1.222708 -1.831526 -0.523762 -0.074 0.110 -0.069
N -0.510134 -0.142519 1.712188 0.590 -1.224 -0.014
H 1.055683 2.811917 -0.795768 -0.050 -0.026 0.028
H -0.602312 -0.077317 -1.933258 0.077 -0.096 -0.051
H 1.244535 1.873241 0.710342 0.158 0.168 -0.053
H 1.093540 0.532101 -1.628897 -0.119 0.127 -0.062
```
Forces are in eV/Å.

Results
orbital gap: 9.2 eV
DFT total energy: -8357.584 eV
energy relative to the best compared isomer or geometry (same formula, charge and spin): 2.552 eV
total charge: 0

***

Entry from the OMol25 dataset: one molecule with the formula C4H4OS (ωB97M-V with the def2-TZVPD basis set).

```
10
Properties=species:S:1:pos:R:3:forces:R:3
H 1.178483 2.685013 0.303074 -0.481 -1.281 -0.156
H -1.151628 -1.835051 0.263297 -1.849 -4.088 1.296
S -2.026984 0.235294 -0.384718 0.082 0.470 -0.059
C 0.797985 1.635044 0.201603 0.550 1.557 -0.270
O -3.291438 -0.171056 0.290687 0.273 -0.122 -0.093
H 2.288043 0.205960 -0.345118 0.641 0.939 -0.316
C -0.841066 -0.972103 -0.097372 3.682 3.345 -0.863
C 0.524651 -0.781823 -0.113444 -2.563 1.558 -0.332
H 1.271045 -1.480617 0.091744 0.176 -2.135 0.264
C 1.250909 0.479338 -0.209756 -0.511 -0.244 0.529
```
Forces are in eV/Å.

Results
orbital gap (spin up / spin down): 7.4 / 8.1 eV
DFT total energy: -17090.102 eV
energy relative to the best compared isomer or geometry (same formula, charge and spin): 5.043 eV
total charge: 0

***

Please write out number 4 again, unchanged.
Entry from the OMol25 dataset: one molecule with the formula C4H4OS (ωB97M-V with the def2-TZVPD basis set).

```
10
Properties=species:S:1:pos:R:3:forces:R:3
H 1.178483 2.685013 0.303074 -0.481 -1.281 -0.156
H -1.151628 -1.835051 0.263297 -1.849 -4.088 1.296
S -2.026984 0.235294 -0.384718 0.082 0.470 -0.059
C 0.797985 1.635044 0.201603 0.550 1.557 -0.270
O -3.291438 -0.171056 0.290687 0.273 -0.122 -0.093
H 2.288043 0.205960 -0.345118 0.641 0.939 -0.316
C -0.841066 -0.972103 -0.097372 3.682 3.345 -0.863
C 0.524651 -0.781823 -0.113444 -2.563 1.558 -0.332
H 1.271045 -1.480617 0.091744 0.176 -2.135 0.264
C 1.250909 0.479338 -0.209756 -0.511 -0.244 0.529
```
Forces are in eV/Å.

Results
orbital gap (spin up / spin down): 7.4 / 8.1 eV
DFT total energy: -17090.102 eV
energy relative to the best compared isomer or geometry (same formula, charge and spin): 5.043 eV
total charge: 0